# 1
DFT (the ωB97M-V functional and the def2-TZVPD basis) results for a structure of composition C36H44N3PRh.

E (eV): -54808.7669
Molar mass (g/mol): 652.65
F_max (eV Å⁻¹): 5.069

ORCA input file:
```
! RIJCOSX wB97M-V def2-TZVPD def2/J DEFGRID3
* xyz -1 5
Rh -0.384 0.545 -0.988
N -2.430 0.925 3.563
N -0.876 1.900 1.317
C 0.345 0.113 -2.837
C -1.073 0.290 -2.887
C -1.663 -0.685 -2.019
C -3.128 -0.881 -1.801
H -3.695 -0.101 -2.313
H -3.374 -0.835 -0.736
H -3.456 -1.860 -2.171
C -0.612 -1.447 -1.416
C -0.799 -2.543 -0.418
H -1.354 -3.390 -0.839
H -1.356 -2.173 0.452
H 0.169 -2.907 -0.068
C 0.634 -0.947 -1.920
C 2.000 -1.418 -1.560
H 2.010 -1.724 -0.508
H 2.725 -0.610 -1.692
H 2.322 -2.273 -2.166
C -1.817 1.326 -3.663
H -2.386 0.885 -4.488
H -1.129 2.067 -4.076
H -2.530 1.846 -3.016
C 1.379 0.849 -3.624
H 2.022 1.418 -2.943
H 0.905 1.539 -4.325
H 2.019 0.160 -4.187
C -2.998 0.337 4.605
H -2.936 0.871 5.556
C -3.670 -0.896 4.520
H -4.153 -1.304 5.404
C -3.693 -1.556 3.289
H -4.165 -2.529 3.184
C -3.118 -0.938 2.184
H -3.133 -1.375 1.186
C -2.468 0.323 2.335
C -1.869 0.955 1.167
H -2.462 0.995 0.227
C 0.085 1.969 0.356
C -0.546 2.797 2.360
H -1.163 2.862 3.237
C 0.633 3.351 2.027
H 1.231 4.084 2.538
N 1.063 2.793 0.811
C 2.414 2.900 0.332
C 2.667 3.255 -0.999
C 3.985 3.185 -1.469
H 4.199 3.424 -2.511
C 5.042 2.852 -0.613
C 6.457 2.776 -1.110
H 6.753 1.739 -1.326
H 7.152 3.160 -0.353
H 6.579 3.360 -2.027
C 4.766 2.592 0.726
H 5.586 2.364 1.411
C 3.461 2.613 1.224
C 3.244 2.255 2.659
H 2.863 3.094 3.254
H 4.212 1.977 3.095
H 2.565 1.401 2.789
C 1.590 3.789 -1.887
H 1.233 4.774 -1.555
H 0.718 3.124 -1.950
H 1.987 3.915 -2.900
C 2.815 -1.404 3.801
P 2.603 -1.530 1.976
C 4.352 -1.315 1.458
C 2.433 -3.343 1.793
C 1.449 -3.981 2.579
C 1.256 -5.359 2.477
C 2.004 -6.108 1.560
C 2.944 -5.472 0.744
C 3.157 -4.098 0.852
H 1.970 -1.884 4.310
H 3.756 -1.887 4.101
H 2.839 -0.342 4.082
H 5.000 -1.999 2.023
H 4.442 -1.506 0.381
H 4.649 -0.273 1.642
H 0.851 -3.392 3.279
H 0.518 -5.846 3.120
H 1.852 -7.187 1.485
H 3.523 -6.048 0.019
H 3.899 -3.619 0.209
*
```

Partial charges, Löwdin, in e: 0.995 0.003 -0.075 -0.365 -0.360 -0.358 -0.039 0.071 0.048 0.080 -0.333 -0.020 0.082 0.061 0.056 -0.358 -0.057 -0.001 0.075 0.083 -0.057 0.076 0.061 0.073 -0.049 0.051 0.066 0.079 -0.265 0.059 -0.152 0.074 -0.204 0.057 -0.120 0.053 -0.294 -0.069 0.108 -0.209 -0.016 0.093 -0.075 0.108 -0.014 -0.110 -0.202 -0.006 0.115 -0.276 -0.064 0.082 0.076 0.072 -0.028 0.115 -0.191 -0.056 0.072 0.077 0.063 -0.059 0.091 0.048 0.075 -0.288 0.908 -0.293 -0.403 -0.106 -0.090 -0.104 -0.099 -0.108 0.030 0.041 0.018 0.044 0.026 0.019 0.101 0.102 0.095 0.098 0.091

***

# 2
DFT (the ωB97M-V functional and the def2-TZVPD basis) results for a cluster of 13 separate species, C32H78O13 in total.

E (eV): -61063.0822
Molar mass (g/mol): 670.96
F_max (eV Å⁻¹): 2.602

ORCA input file:
```
! RIJCOSX wB97M-V def2-TZVPD def2/J DEFGRID3
* xyz 0 1
C -6.852 -0.834 -0.961
C -6.227 -1.411 0.315
O -5.303 -2.426 0.099
H -7.399 -1.713 -1.302
H -6.099 -0.510 -1.679
H -7.497 0.010 -0.804
H -7.036 -1.798 0.957
H -5.747 -0.619 0.853
H -4.947 -2.475 -0.774
C 4.861 -0.653 3.731
C 3.471 -0.891 3.229
O 3.182 -0.257 1.982
H 5.040 -1.156 4.734
H 5.123 0.380 3.832
H 5.501 -1.150 3.024
H 2.751 -0.436 3.934
H 3.326 -1.922 3.130
H 3.664 -0.772 1.298
C 6.337 1.803 -2.137
C 5.263 1.476 -1.069
O 3.917 1.660 -1.525
H 7.304 1.675 -1.697
H 6.140 2.786 -2.592
H 6.285 1.013 -2.913
H 5.434 2.148 -0.216
H 5.317 0.460 -0.714
H 3.435 0.810 -1.641
C 0.193 3.942 4.721
C 0.069 2.391 4.564
O 1.233 1.646 4.688
H 0.674 4.154 5.697
H -0.756 4.475 4.767
H 0.746 4.341 3.866
H -0.382 2.195 3.624
H -0.588 2.047 5.371
H 2.001 2.167 4.359
C -3.526 -5.648 -1.673
C -2.592 -4.483 -1.759
O -3.132 -3.221 -1.325
H -3.738 -6.008 -0.609
H -3.106 -6.514 -2.230
H -4.525 -5.395 -2.039
H -2.348 -4.365 -2.835
H -1.664 -4.717 -1.193
H -2.969 -3.182 -0.368
C -3.432 4.724 2.264
C -2.065 5.315 2.060
O -2.122 6.593 1.277
H -4.146 5.363 2.769
H -3.432 3.831 2.927
H -3.901 4.582 1.345
H -1.406 4.614 1.547
H -1.683 5.466 3.128
H -1.442 7.160 1.647
C 3.503 4.064 1.153
C 4.150 3.298 2.303
O 3.245 2.362 2.839
H 2.606 4.623 1.520
H 3.181 3.352 0.426
H 4.193 4.778 0.751
H 4.508 3.856 3.195
H 4.981 2.639 1.954
H 3.204 1.487 2.475
C -0.462 -1.753 -6.335
C -1.008 -3.092 -5.849
O -2.128 -3.446 -6.058
C -0.105 -3.876 -4.939
H 0.617 -1.873 -6.647
H -0.414 -1.066 -5.477
H -1.050 -1.312 -7.140
H 0.861 -3.934 -5.409
H -0.502 -4.919 -4.732
H 0.118 -3.391 -4.018
C 0.083 -1.894 3.174
C -1.276 -2.526 2.994
O -1.541 -2.941 1.887
C -2.209 -2.678 4.157
H -0.133 -0.764 3.072
H 0.874 -2.099 2.417
H 0.576 -2.027 4.169
H -2.104 -1.940 4.972
H -2.193 -3.685 4.621
H -3.213 -2.627 3.661
C 3.395 -3.358 -1.685
C 4.369 -2.272 -1.289
O 4.351 -1.771 -0.183
C 5.272 -2.010 -2.398
H 2.975 -3.767 -0.769
H 3.889 -4.181 -2.237
H 2.666 -2.984 -2.329
H 5.923 -1.160 -2.460
H 4.642 -2.013 -3.287
H 5.916 -2.875 -2.455
C -0.070 -1.117 -0.299
C 0.922 -0.320 -1.031
O 1.775 -0.749 -1.815
C 0.887 1.112 -0.757
H 0.261 -2.151 -0.250
H -1.072 -0.999 -0.712
H -0.105 -0.591 0.657
H 1.613 1.217 0.079
H -0.062 1.524 -0.371
H 1.206 1.745 -1.534
C -0.434 1.493 -4.277
C -1.585 0.808 -3.527
O -1.498 -0.129 -2.744
C -2.995 1.468 -3.583
H -0.371 2.615 -4.196
H -0.535 1.129 -5.324
H 0.463 1.035 -3.918
H -3.584 1.064 -2.769
H -3.476 1.330 -4.499
H -2.835 2.545 -3.546
C -3.055 1.591 0.072
C -2.566 0.981 1.352
O -1.511 1.187 1.915
C -3.545 -0.061 1.936
H -4.098 1.878 0.218
H -2.862 0.878 -0.723
H -2.503 2.460 -0.170
H -4.572 0.372 1.973
H -3.191 -0.295 2.898
H -3.567 -0.912 1.222
*
```

Atomic partial charges in e from the Löwdin method, atoms 1 to 99: -0.065 -0.336 -0.070 0.079 0.069 0.065 0.121 0.050 0.042 -0.072 -0.317 -0.103 0.104 0.061 0.067 0.111 0.092 0.059 -0.072 -0.295 -0.100 0.060 0.081 0.058 0.091 0.080 0.058 -0.071 -0.329 -0.092 0.079 0.045 0.063 0.060 0.110 0.066 -0.106 -0.310 -0.102 0.094 0.081 0.073 0.104 0.122 0.067 -0.104 -0.267 -0.095 0.073 0.090 0.043 0.101 0.105 0.063 -0.067 -0.294 -0.118 0.083 0.043 0.064 0.122 0.106 0.022 -0.015 -0.511 0.082 -0.031 0.098 0.057 0.083 0.067 0.109 0.066 -0.028 -0.515 0.043 -0.028 0.108 0.078 0.092 0.089 0.095 0.091 -0.023 -0.489 0.057 -0.011 0.091 0.097 0.044 0.064 0.105 0.100 -0.006 -0.494 0.030 -0.016 0.096 0.077

***

# 3
DFT (the ωB97M-V functional and the def2-TZVPD basis) results for the molecule C5H6N4.

Structure (SMILES): Cc1nnn(C2=CC2)n1
E (eV): -11237.6658
Molar mass (g/mol): 122.13
F_max (eV Å⁻¹): 5.142

ORCA input file:
```
! RIJCOSX wB97M-V def2-TZVPD def2/J DEFGRID3
* xyz 0 1
C -1.293 2.025 -2.082
C -0.990 0.913 -1.157
N -1.835 -0.110 -0.937
N -1.303 -0.897 -0.083
N -0.025 -0.458 0.108
C 0.919 -0.917 0.953
C 2.064 -0.991 1.575
C 1.218 -2.057 2.203
N 0.136 0.715 -0.565
H -1.961 1.715 -2.780
H -1.818 2.870 -1.640
H -0.426 2.534 -2.592
H 2.964 -0.412 1.708
H 1.478 -3.062 1.968
H 0.872 -1.868 3.321
*
```

Partial charges, Löwdin, in e: -0.024 -0.425 0.063 0.085 -0.116 -0.118 -0.068 -0.038 0.170 0.033 0.081 0.105 0.093 0.046 0.112

***

# 4
DFT (the ωB97M-V functional and the def2-TZVPD basis) results for the ion C4H9N2O2 with charge -1.

Structure (SMILES): C[C@H](CN)NC(=O)[O-]
E (eV): -11369.3610
Molar mass (g/mol): 117.13
F_max (eV Å⁻¹): 3.563

ORCA input file:
```
! RIJCOSX wB97M-V def2-TZVPD def2/J DEFGRID3
* xyz -1 1
C 1.330 1.338 0.831
C 0.485 0.305 -0.007
C -1.163 0.535 0.127
N -2.110 0.123 -0.840
N 0.964 -0.984 0.546
C 0.678 -1.945 -0.605
O -0.222 -2.815 -0.317
O 1.357 -1.927 -1.638
H 0.538 1.977 1.232
H 1.943 1.970 0.176
H 1.856 0.704 1.526
H 0.731 0.417 -1.082
H -1.258 -0.070 0.998
H -1.431 1.568 0.442
H -2.303 0.980 -1.500
H -1.952 -0.814 -1.309
H 0.555 -1.360 1.419
*
```

Partial charges, Löwdin, in e: -0.076 -0.350 -0.287 -0.047 -0.001 -0.768 -0.141 -0.069 0.040 0.059 0.050 0.122 0.076 0.096 0.099 0.093 0.105

***

# 5
DFT (the ωB97M-V functional and the def2-TZVPD basis) results for a cluster of 2 separate species, C4H9NO in total.

E (eV): -7819.2180
Molar mass (g/mol): 87.12
F_max (eV Å⁻¹): 5.101

ORCA input file:
```
! RIJCOSX wB97M-V def2-TZVPD def2/J DEFGRID3
* xyz 1 2
C 0.224 2.399 -3.059
C 0.745 0.743 -1.501
N 0.228 1.060 -2.636
H 0.979 2.656 -3.787
H 0.386 3.173 -2.173
H -0.760 2.750 -3.436
H 0.993 -0.268 -1.423
H 0.898 1.430 -0.604
O -0.365 -0.257 2.470
C 0.016 -1.437 2.667
C -0.797 -2.505 2.098
H 1.045 -1.606 3.201
H -0.696 -2.672 1.033
H -1.875 -2.362 2.420
H -0.770 -3.667 2.237
*
```

Partial charges, Löwdin, in e: -0.055 0.181 0.174 0.113 0.184 0.118 0.104 0.179 -0.031 -0.298 -0.101 0.145 0.063 0.109 0.116

***

# 6
DFT (the ωB97M-V functional and the def2-TZVPD basis) results for a structure of composition C4H19CdNO5.

E (eV): -20738.4756
Molar mass (g/mol): 273.61
F_max (eV Å⁻¹): 3.800

ORCA input file:
```
! RIJCOSX wB97M-V def2-TZVPD def2/J DEFGRID3
* xyz 1 2
Cd -0.559 -1.589 -1.169
C -1.822 1.596 -0.073
C -0.416 1.152 0.341
C 0.145 2.002 1.475
O 1.495 1.707 1.799
C 1.995 2.599 2.794
N -0.468 -0.262 0.537
H -2.607 1.061 0.462
H -2.045 1.441 -1.128
H -2.127 2.615 0.163
H 0.273 1.352 -0.479
H -0.496 1.781 2.329
H 0.025 3.067 1.277
H 1.322 2.556 3.651
H 2.047 3.644 2.488
H 3.012 2.396 3.128
H -1.145 -0.310 1.285
H 0.323 -0.415 1.144
O 1.487 -1.934 -1.111
H 1.943 -2.774 -1.172
H 2.069 -1.383 -0.588
O -0.797 -3.201 0.045
H -1.182 -4.073 -0.041
H -0.170 -3.285 0.763
O -0.512 -3.051 -2.664
H 0.310 -3.291 -3.093
H -1.193 -3.385 -3.247
O -0.287 -0.271 -2.686
H -0.762 -0.327 -3.515
H 0.143 0.583 -2.713
*
```

Partial charges, Löwdin, in e: 1.126 -0.059 -0.460 -0.206 -0.187 -0.091 -0.042 0.081 0.063 0.088 0.119 0.133 0.136 0.090 0.090 0.093 0.097 0.080 -0.126 0.066 0.065 -0.160 0.066 0.044 -0.158 0.043 0.056 -0.160 0.057 0.055